The following is a DFT calculation (wB97M-V/def2-TZVPD) of a single C4H6FNS molecule at a distorted geometry.

As for the LUMO energy: -0.1 eV. The value obtained for the energy above the lowest of the compared OMol25 structures with the same formula, charge and spin is 1.028 eV. Its strongest force on any atom is 1.83 eV/A. As for the orbital gap: 7.9 eV. As for the highest occupied orbital energy: -0.2947 Eh.

Geometry (Å):
1 C 0.82 0.53 -0.03
2 C 0.99 -0.96 0.14
3 C -0.35 1.26 0.20
4 C -1.67 0.79 0.25
5 H 2.06 2.18 -0.29
6 H 2.83 0.64 -0.29
7 H 0.54 -1.29 1.11
8 H 0.53 -1.45 -0.74
9 H -0.34 2.35 0.46
10 H -2.44 1.48 0.58
11 N 1.97 1.17 -0.35
12 F 2.34 -1.27 0.14
13 S -2.30 -0.65 -0.19

Atomic partial charges in e from the Mulliken method, atoms 1 to 5: number 1, C, carries 0.862; number 2, C, carries -0.299; number 3, C, carries -0.674; number 4, C, carries -0.281; number 5, H, carries 0.227

The following is a DFT calculation (wB97M-V/def2-TZVPD) of a molecular structure, C4H6FO4V at a distorted geometry.

The multiplicity is 5. As for the LUMO energy (alpha / beta): 0.3 / 0.4 eV. The value obtained for the energy above the lowest of the compared OMol25 structures with the same formula, charge and spin is 0.000 eV. Its strongest force on any atom is 1.29 eV/A. As for the orbital gap (alpha / beta): 6.7 / 11.2 eV. As for the highest occupied orbital energy (alpha / beta): -0.2372 / -0.3958 Eh.

Geometry (Å):
1 O 0.37 0.39 -0.77
2 C 1.50 -0.38 -0.73
3 C 1.17 -1.51 0.25
4 O 0.25 -0.92 1.15
5 C -0.68 -0.19 0.45
6 O -1.57 -1.02 -0.14
7 O -1.11 0.88 1.01
8 C -2.61 -0.40 -0.89
9 H 2.05 -1.85 0.81
10 F 2.57 0.37 -0.22
11 H 1.81 -0.72 -1.72
12 H 0.71 -2.35 -0.30
13 H -3.19 -1.22 -1.33
14 H -3.24 0.21 -0.24
15 H -2.19 0.23 -1.68
16 V -0.05 2.21 0.06

Atomic partial charges in e from the Mulliken method, atoms 1 to 5: number 1, O, carries -0.587; number 2, C, carries 0.298; number 3, C, carries -0.537; number 4, O, carries -0.417; number 5, C, carries 1.595